1.
# C19H35B3BrNO9

A structure of composition C19H35B3BrNO9 (the ωB97M-V functional and the def2-TZVPD basis, the Open Molecules 2025 dataset).

lowest unoccupied orbital energy: 0.6 eV
E: -112268.1972 eV
HOMO-LUMO gap: 0.3440 hartree

Cartesian coordinates (Å):
N -1.53 0.72 -0.08
C -0.83 0.61 -1.36
C -0.73 -0.83 -1.89
C -1.86 -1.77 -1.47
C -1.37 -3.18 -1.08
B -0.38 -3.16 0.13
O -0.90 -2.98 1.40
B -0.03 -3.38 2.39
O 0.84 -4.40 2.05
B 1.64 -3.93 1.00
C 3.21 -4.07 1.07
C 3.89 -2.74 0.67
C 4.48 -1.97 1.83
Br 3.21 -1.71 3.28
O 0.99 -3.33 -0.05
H -1.26 -0.05 0.52
H -1.33 1.61 0.37
H -1.27 1.25 -2.12
H 0.20 0.97 -1.23
H -0.76 -0.76 -2.97
H 0.25 -1.24 -1.67
H -2.46 -1.39 -0.64
H -2.54 -1.90 -2.31
H -0.96 -3.67 -1.97
H -2.24 -3.76 -0.78
H 0.07 -2.86 3.44
H 3.51 -4.38 2.06
H 3.51 -4.86 0.38
H 4.74 -2.99 0.03
H 3.24 -2.11 0.07
H 5.33 -2.49 2.26
H 4.82 -1.01 1.49
O 6.91 -2.37 4.40
C 6.86 -1.18 4.51
O 6.92 -0.34 3.45
C 6.94 1.02 3.90
C 6.32 1.00 5.29
C 6.75 -0.38 5.79
H 7.97 1.37 3.90
H 6.37 1.63 3.19
H 6.64 1.82 5.92
H 5.23 1.04 5.21
H 7.73 -0.36 6.27
H 6.02 -0.83 6.46
O -2.36 2.54 -3.47
C -2.49 3.67 -3.09
O -1.46 4.40 -2.61
C -1.95 5.67 -2.13
C -3.27 5.89 -2.86
C -3.77 4.46 -3.03
H -2.08 5.61 -1.05
H -1.21 6.43 -2.35
H -3.95 6.55 -2.32
H -3.08 6.34 -3.84
H -4.35 4.13 -2.17
H -4.35 4.33 -3.94
O -6.39 2.86 -2.67
C -6.19 1.69 -2.53
O -6.83 0.95 -1.59
C -6.30 -0.39 -1.57
C -5.68 -0.59 -2.95
C -5.21 0.82 -3.29
H -5.57 -0.46 -0.77
H -7.12 -1.08 -1.37
H -4.89 -1.34 -2.95
H -6.45 -0.91 -3.66
H -4.20 1.02 -2.91
H -5.24 1.03 -4.35

---

2.
# C19H35BrCl22O6S

A cluster of 12 separate species, C19H35BrCl22O6S in total (the ωB97M-V functional and the def2-TZVPD basis, the Open Molecules 2025 dataset).

lowest unoccupied orbital energy: 0.2 eV
E: -388926.9734 eV
HOMO-LUMO gap: 0.3818 hartree
SMILES: C[C@H](Br)C[C@@]1(CCC(=O)O)COS(=O)(=O)O1.ClCCl.ClCCl.ClCCl.ClCCl.ClCCl.ClCCl.ClCCl.ClCCl.ClCCl.ClCCl.ClCCl

Cartesian coordinates (Å):
C -3.96 1.50 -2.80
C -3.14 2.09 -1.65
Br -2.00 3.49 -2.36
C -2.33 0.98 -0.98
C -1.44 1.32 0.21
C -2.12 1.80 1.52
C -3.64 2.01 1.48
C -4.25 1.82 2.86
O -3.64 1.76 3.88
O -5.61 1.73 2.85
C -0.67 -0.01 0.52
O 0.74 0.29 0.63
S 0.99 1.86 0.61
O 2.03 2.22 -0.28
O 0.94 2.38 1.93
O -0.38 2.22 -0.14
H -4.79 0.91 -2.40
H -3.33 0.88 -3.44
H -4.38 2.31 -3.39
H -3.84 2.57 -0.98
H -1.69 0.56 -1.75
H -3.03 0.19 -0.69
H -1.86 1.16 2.36
H -1.67 2.76 1.76
H -3.86 3.04 1.21
H -4.15 1.32 0.80
H -5.89 1.31 2.03
H -0.96 -0.49 1.45
H -0.76 -0.78 -0.25
Cl 0.45 -2.97 -1.67
C 1.68 -1.74 -1.35
Cl 1.70 -0.47 -2.58
H 1.48 -1.28 -0.39
H 2.65 -2.23 -1.33
Cl -8.13 1.48 0.22
C -8.78 2.32 1.65
Cl -10.49 2.70 1.48
H -8.65 1.67 2.50
H -8.22 3.25 1.77
Cl -3.77 6.55 -0.76
C -2.01 6.75 -0.72
Cl -1.29 6.10 0.75
H -1.60 6.22 -1.57
H -1.79 7.81 -0.79
Cl -6.80 5.04 2.20
C -7.33 5.81 3.71
Cl -9.06 6.15 3.69
H -7.12 5.13 4.52
H -6.79 6.74 3.82
Cl 3.34 0.52 2.28
C 4.77 -0.50 2.22
Cl 4.37 -2.13 1.65
H 5.48 -0.06 1.53
H 5.19 -0.58 3.21
Cl 2.02 -5.84 -2.90
C 2.96 -6.19 -1.44
Cl 3.09 -4.79 -0.35
H 2.48 -7.00 -0.90
H 3.96 -6.49 -1.75
Cl 1.11 6.24 -1.96
C 2.42 5.50 -1.01
Cl 2.27 5.84 0.72
H 2.37 4.43 -1.16
H 3.36 5.91 -1.36
Cl 4.97 -7.77 -3.53
C 5.30 -6.48 -4.69
Cl 6.45 -5.30 -4.06
H 5.71 -6.93 -5.59
H 4.36 -5.97 -4.90
Cl -0.33 3.21 4.91
C 1.42 3.50 4.84
Cl 2.23 3.07 6.35
H 1.83 2.89 4.04
H 1.58 4.55 4.65
Cl 6.70 -9.58 -6.12
C 8.18 -10.14 -5.33
Cl 8.30 -9.57 -3.66
H 8.17 -11.23 -5.32
H 9.02 -9.77 -5.89
Cl 4.79 -8.77 0.81
C 5.98 -7.51 1.20
Cl 6.06 -6.27 -0.06
H 5.69 -7.04 2.13
H 6.96 -7.98 1.29

---

3.
# C19H35FN3O7S4

A cluster of 3 separate species, C19H35FN3O7S4 in total (the ωB97M-V functional and the def2-TZVPD basis, the Open Molecules 2025 dataset).

lowest unoccupied orbital energy: -4.1 eV
charge: +1
E: -85114.5193 eV
HOMO-LUMO gap: 0.2407 hartree

Cartesian coordinates (Å):
C 4.26 -2.46 3.13
C 4.04 -1.35 2.19
C 2.83 -0.36 2.49
C 3.20 1.05 1.75
N 2.57 1.01 0.36
C 2.39 2.48 0.11
C 2.84 2.82 -1.42
O 3.50 1.96 -2.06
F 2.44 4.06 -2.04
C 1.36 0.19 0.55
N 0.27 0.01 -0.20
C 0.12 0.73 -1.51
C -0.56 2.19 -1.41
C -1.39 2.47 -0.06
S -2.64 3.83 -0.51
S -0.99 -1.09 0.28
C -1.81 -0.67 1.88
O -2.11 -1.21 -0.75
O -0.34 -2.48 0.31
N 1.50 -0.59 1.82
H 3.86 -3.51 2.90
H 4.89 -2.26 4.08
H 4.75 -1.17 1.29
H 2.67 -0.07 3.59
H 2.72 1.80 2.49
H 4.31 1.18 1.49
H 3.15 3.07 0.77
H 1.35 2.88 0.37
H 1.18 0.78 -1.98
H -0.51 0.14 -2.29
H -1.32 2.28 -2.29
H 0.17 3.07 -1.55
H -0.74 2.94 0.77
H -2.03 1.59 0.29
H -2.75 4.61 0.63
H -2.09 -1.66 2.43
H -2.82 -0.15 1.64
H -1.23 0.06 2.55
H 0.86 -0.26 2.59
C -2.79 2.77 -7.10
C -3.97 2.46 -6.18
C -3.41 1.88 -4.88
S -1.76 2.57 -4.70
O -0.80 1.49 -4.80
O -1.76 3.50 -3.59
C -1.76 3.49 -6.23
H -3.08 3.38 -7.95
H -2.36 1.83 -7.48
H -4.51 3.39 -5.96
H -4.68 1.77 -6.64
H -4.01 2.16 -4.02
H -3.31 0.80 -4.94
H -0.76 3.49 -6.66
H -2.08 4.51 -6.01
C 0.94 -5.48 4.58
C 0.42 -5.28 3.15
C -0.78 -4.33 3.24
S -0.51 -3.31 4.68
O -1.53 -3.60 5.65
O -0.21 -1.95 4.25
C 1.01 -4.09 5.19
H 1.92 -5.97 4.58
H 0.24 -6.11 5.14
H 1.20 -4.83 2.54
H 0.14 -6.23 2.69
H -0.85 -3.70 2.35
H -1.71 -4.88 3.38
H 1.07 -4.11 6.28
H 1.84 -3.52 4.78

---

4.
# C19H35NO2OsP2

A structure of composition C19H35NO2OsP2 (the ωB97M-V functional and the def2-TZVPD basis, the Open Molecules 2025 dataset).

lowest unoccupied orbital energy (spin up / spin down): -6.6 / -10.0 eV
charge: +2
energy relative to the best compared isomer or geometry (same formula, charge and spin): 0.00 kcal/mol
2S+1: 5
E: -46880.0325 eV
HOMO-LUMO gap (spin up / spin down): 0.3115 / 0.1751 hartree

Cartesian coordinates (Å):
P 1.46 2.69 0.80
P -0.29 1.89 -1.97
C 1.48 3.74 -0.75
C 0.21 3.65 -1.59
H 2.36 3.40 -1.33
H 1.67 4.78 -0.43
H -0.63 4.14 -1.09
H 0.36 4.13 -2.57
C 0.86 1.68 -3.41
H 0.65 0.72 -3.91
H 1.91 1.70 -3.10
H 0.68 2.51 -4.12
C -1.83 2.30 -2.86
H -1.57 2.93 -3.72
H -2.51 2.85 -2.19
H -2.30 1.38 -3.20
C 3.10 3.24 1.39
H 3.30 2.78 2.37
H 3.11 4.33 1.47
H 3.86 2.91 0.67
C 0.33 3.77 1.78
H -0.69 3.80 1.35
H 0.74 4.79 1.82
H 0.27 3.36 2.81
Os -0.25 -1.91 1.22
C -1.36 -0.94 -0.59
C -0.04 -1.31 -0.93
C 1.29 -0.61 -0.91
C 2.07 -0.42 0.42
C 1.27 -0.48 1.68
C -0.04 0.05 1.94
C -0.84 0.92 1.01
C -1.91 0.22 0.15
C -0.05 -2.81 2.94
H -2.14 -1.52 -1.09
H -0.01 -2.16 -1.64
H 1.20 0.37 -1.39
H 1.96 -1.18 -1.57
H 2.84 -1.21 0.46
H 2.60 0.54 0.36
H 1.89 -0.62 2.58
H -0.25 0.20 3.01
H -0.12 1.34 0.25
H -1.29 1.75 1.59
H -2.75 -0.10 0.78
H -2.29 0.96 -0.57
H -1.07 -3.09 3.25
H 0.42 -2.12 3.65
H 0.57 -3.72 2.79
O 0.90 -4.59 -0.19
C -0.30 -4.67 0.03
C -1.22 -5.87 -0.16
C -2.58 -5.41 0.32
C -2.41 -3.96 0.74
O -3.25 -3.20 1.20
N -1.08 -3.63 0.53
H -1.22 -6.14 -1.21
H -0.83 -6.70 0.44
H -3.33 -5.45 -0.48
H -2.93 -5.99 1.18

---

5.
# C19H35O8P2SSbSe4Tc

A structure of composition C19H35O8P2SSbSe4Tc (the ωB97M-V functional and the def2-TZVPD basis, the Open Molecules 2025 dataset).

lowest unoccupied orbital energy (spin up / spin down): 1.4 / 1.4 eV
charge: -1
energy relative to the best compared isomer or geometry (same formula, charge and spin): 137.92 kcal/mol
E: -336188.1912 eV
HOMO-LUMO gap (spin up / spin down): 0.1794 / 0.1794 hartree

Cartesian coordinates (Å):
Tc -1.54 -0.24 0.28
Se -5.45 -2.23 4.48
Sb -3.64 -3.23 3.23
Se -2.07 -2.29 1.40
Se -0.05 -2.04 -0.10
Se -2.56 -5.03 4.45
C -0.88 2.12 -3.90
C -1.54 2.39 -2.57
O -2.27 3.62 -2.50
P -0.32 2.46 -1.17
O 1.10 2.99 -1.71
O -0.83 3.57 -0.18
O 0.01 1.15 -0.55
P -2.58 0.99 -1.95
O -3.89 1.23 -2.85
O -2.87 1.34 -0.48
O -1.94 -0.34 -2.17
H -0.25 2.96 -4.20
H -1.64 1.96 -4.67
H -0.27 1.22 -3.84
H -3.14 3.47 -2.90
H 1.10 3.92 -1.98
H -1.63 4.03 -0.50
H -4.59 0.58 -2.69
C -0.52 -1.82 -3.46
C 1.00 -1.93 -3.35
C 1.62 -1.28 -4.60
C 1.34 -3.43 -3.35
C 1.42 -1.19 -2.06
H -0.85 -2.33 -4.37
H -0.85 -0.78 -3.51
H -1.01 -2.29 -2.61
H 1.16 -1.69 -5.50
H 2.69 -1.46 -4.67
H 1.46 -0.20 -4.60
H 0.88 -3.89 -4.22
H 0.93 -3.91 -2.46
H 2.41 -3.63 -3.38
H 1.37 -0.10 -2.16
C 4.35 -0.91 -2.08
S 2.83 -1.49 -1.27
C 2.90 -0.46 0.15
O 3.11 -2.87 -0.90
H 5.19 -1.23 -1.47
H 4.31 0.17 -2.15
H 4.41 -1.35 -3.06
H 2.48 0.52 -0.05
H 3.96 -0.39 0.40
H 2.37 -0.97 0.96
C 0.66 1.72 2.37
C -0.67 1.23 2.93
C -1.56 2.43 3.32
C -1.55 0.39 1.97
C -0.33 0.39 4.18
C -0.01 1.03 5.38
C 0.33 0.29 6.51
C 0.30 -1.10 6.47
C -0.02 -1.74 5.29
C -0.28 -0.99 4.14
H 0.53 2.33 1.49
H 1.31 0.88 2.14
H 1.17 2.33 3.13
H -1.90 2.92 2.41
H -1.01 3.16 3.91
H -2.43 2.09 3.88
H -2.34 -0.02 2.63
H -0.03 2.11 5.45
H 0.61 0.81 7.42
H 0.53 -1.67 7.36
H -0.10 -2.82 5.25
H -0.42 -1.51 3.20

---

6.
# C19H36AsF6HgN5O6PS2

A structure of composition C19H36AsF6HgN5O6PS2 (the ωB97M-V functional and the def2-TZVPD basis, the Open Molecules 2025 dataset).

lowest unoccupied orbital energy: 0.9 eV
charge: -1
E: -152306.7720 eV
HOMO-LUMO gap: 0.1850 hartree

Cartesian coordinates (Å):
Hg -0.72 1.34 0.53
N 1.51 1.53 -2.15
C 1.33 0.12 -2.09
C -0.73 -1.54 -0.75
N -1.82 -1.26 0.13
C -1.81 -2.00 1.39
C -0.65 -1.62 2.31
N -0.63 -0.18 2.59
C -3.12 -1.00 -0.45
C -3.86 0.13 0.25
N -3.11 1.39 0.19
H 0.81 2.00 -2.71
H 2.44 1.79 -2.43
H 2.26 -0.43 -2.17
H 0.60 -0.27 -2.80
H -0.30 -2.53 -0.64
H -1.01 -1.38 -1.79
H -1.76 -3.08 1.22
H -2.75 -1.79 1.90
H 0.30 -1.88 1.85
H -0.74 -2.23 3.22
H 0.20 0.07 3.12
H -1.43 0.15 3.12
H -3.76 -1.90 -0.42
H -2.98 -0.74 -1.50
H -4.02 -0.12 1.30
H -4.85 0.23 -0.22
H -3.46 2.05 0.88
H -3.20 1.81 -0.73
F -1.49 1.64 -2.17
As -2.30 1.45 -3.73
F -3.78 1.22 -2.83
F -2.00 -0.26 -3.62
F -0.77 1.66 -4.51
F -3.12 1.23 -5.23
F -2.59 3.15 -3.76
O -1.98 2.57 2.88
C -1.61 3.53 2.19
O -1.01 3.45 1.07
C -1.88 4.94 2.67
C -1.53 6.03 1.89
C -1.78 7.32 2.34
C -2.39 7.48 3.57
C -2.76 6.41 4.37
C -2.49 5.13 3.91
N -2.67 8.84 4.06
O -2.34 9.77 3.35
O -3.20 8.96 5.15
H -1.05 5.86 0.94
H -1.52 8.19 1.76
H -3.23 6.58 5.32
H -2.76 4.26 4.49
C 5.17 -1.80 -3.20
C 4.46 -3.15 -3.25
C 5.26 -4.25 -2.56
O 3.11 -3.01 -2.77
P 2.50 -3.11 -1.24
S 3.78 -2.24 0.07
S 0.68 -0.38 -0.42
O 2.70 -4.78 -1.10
C 2.32 -5.49 0.07
C 1.16 -4.86 0.83
C 3.53 -5.70 0.98
H 6.14 -1.87 -3.70
H 5.31 -1.49 -2.17
H 4.57 -1.05 -3.72
H 4.33 -3.44 -4.30
H 5.41 -4.01 -1.50
H 6.23 -4.33 -3.05
H 4.74 -5.20 -2.62
H 1.99 -6.47 -0.29
H 1.45 -3.89 1.24
H 0.88 -5.52 1.66
H 0.29 -4.74 0.18
H 3.88 -4.74 1.36
H 4.34 -6.16 0.41
H 3.27 -6.36 1.81